DFT (ωB97M-V with the def2-TZVPD basis set) results for the molecule C2H8N4.

XYZ file:
```
14
C2H8N4 | the Open Molecules 2025 dataset | ωB97M-V with the def2-TZVPD basis set
C 2.162 0.622 -0.030
C -0.450 -0.180 -0.438
H 1.942 1.154 -0.980
H 1.520 1.175 0.673
H 3.281 0.627 0.187
H 2.381 -1.298 0.600
H -0.205 0.774 -0.869
H -1.900 -1.490 -0.062
H -3.675 0.267 -0.149
H -2.720 0.290 1.194
N 1.774 -0.754 -0.039
N 0.404 -0.970 0.087
N -1.825 -0.557 -0.370
N -2.689 0.340 0.196
```

Properties
SMILES = CN/N=C/NN
total charge = 0
ΔE to the lowest compared entry with this formula, charge and spin = 260.93 kJ/mol